Below is a cluster of 17 separate species, C69H178N6O23 in total, with properties calculated with ωB97M-V/def2-TZVPD.

Each line ends with the Mulliken charge.
Positions of all 276 atoms, in Å:
C1 13.1253 -36.7408 2.9978  -1.17
C2 11.9233 -36.4069 2.1292  2.01
C3 12.3033 -35.4028 1.0058  -1.37
O1 11.4097 -37.5896 1.5965  -0.50
H1 13.5297 -35.7812 3.3355  0.08
H2 13.8853 -37.1843 2.3446  0.66
H3 12.7715 -37.3602 3.8358  0.09
H4 11.0750 -36.0436 2.6792  -1.06
H5 12.8535 -34.5762 1.4424  0.15
H6 11.4375 -35.1072 0.4442  0.28
H7 13.0423 -35.9379 0.4046  0.57
H8 11.9872 -37.9005 0.8994  0.31
C4 13.3027 -30.8129 1.7272  -1.83
C5 13.7274 -31.5857 2.9434  1.15
C6 12.5435 -31.6115 3.8814  0.92
O2 14.1259 -32.9501 2.5841  -0.66
H9 12.9311 -29.8277 1.9726  0.36
H10 12.4871 -31.3223 1.2438  0.33
H11 14.0959 -30.7625 1.0009  0.46
H12 14.5403 -31.0891 3.4272  -0.15
H13 12.2802 -30.6329 4.2525  0.46
H14 12.7427 -32.2764 4.7234  -1.10
H15 11.6581 -31.9257 3.3290  -0.45
H16 14.3603 -33.4435 3.4284  0.23
C7 17.1394 -26.6775 12.2071  -1.60
C8 16.7829 -28.1532 12.0967  0.87
C9 15.3336 -28.4177 12.3603  -0.56
O3 17.0813 -28.6162 10.7472  -0.50
H17 16.8845 -26.3036 13.2073  0.43
H18 16.6195 -26.0716 11.4667  0.31
H19 18.2152 -26.4130 12.1218  0.37
H20 17.4648 -28.6489 12.7702  0.01
H21 15.1297 -29.4811 12.3406  -0.39
H22 14.5963 -27.9661 11.6672  0.37
H23 15.0876 -27.9935 13.3574  0.45
H24 17.9358 -28.2288 10.5745  0.24
C10 8.7248 -39.4769 5.1854  -1.63
C11 8.6818 -37.9834 5.5400  1.77
C12 7.1881 -37.5474 5.4431  -0.78
O4 9.1853 -37.7686 6.9107  0.11
H25 8.4505 -39.5608 4.1352  0.35
H26 8.0668 -40.0642 5.8527  0.27
H27 9.6877 -39.9489 5.1971  0.35
H28 9.3082 -37.3614 4.9107  -0.67
H29 6.4944 -38.3156 5.8409  0.42
H30 6.8981 -37.5500 4.3965  -0.28
H31 6.9459 -36.5819 5.8631  0.26
H32 8.7108 -38.3646 7.4711  -0.36
C13 13.7698 -38.6270 8.4819  -1.32
C14 12.2576 -38.7127 8.3992  0.57
C15 11.5677 -38.1710 9.6815  0.65
O5 11.8668 -37.9571 7.2416  -0.10
H33 14.1136 -37.6229 8.6906  -0.06
H34 14.2037 -38.8789 7.5067  0.33
H35 14.0720 -39.2567 9.3161  0.50
H36 11.9425 -39.7701 8.3103  0.42
H37 11.7343 -37.1420 9.8559  -0.90
H38 11.8999 -38.7394 10.5610  0.49
H39 10.4826 -38.3134 9.5963  -0.48
H40 10.9201 -37.9554 7.0301  0.13
C16 13.6963 -36.7301 12.0703  -0.30
C17 14.5923 -37.7845 12.6133  0.43
C18 16.0683 -37.6306 12.2600  -1.15
O6 14.4594 -37.8753 14.0137  -0.59
H41 13.9329 -35.7234 12.4348  0.44
H42 12.6251 -36.9458 12.2598  0.22
H43 13.8247 -36.7325 10.9732  -0.25
H44 14.1839 -38.6991 12.1606  0.01
H45 16.2773 -37.5836 11.1933  0.18
H46 16.6435 -38.4760 12.6764  0.48
H47 16.3729 -36.6374 12.6130  0.20
H48 15.0059 -38.6028 14.3518  0.35
C19 7.0636 -33.0585 8.1211  -0.30
C20 5.9482 -33.2232 9.1640  0.96
C21 4.6687 -32.7233 8.5600  -1.40
O7 5.9108 -34.6080 9.4685  -0.56
H49 7.9298 -33.5703 8.5126  0.06
H50 7.2322 -31.9793 8.0359  0.28
H51 6.7493 -33.4804 7.1701  -0.41
H52 6.2551 -32.6609 10.0717  0.20
H53 4.5880 -31.6330 8.6047  0.45
H54 3.7927 -33.0752 9.1263  0.42
H55 4.5629 -33.0277 7.4950  0.20
H56 6.8169 -34.8698 9.6942  0.14
C22 17.3049 -30.7935 14.9046  -0.66
C23 16.1762 -31.0672 15.8744  0.42
C24 16.6291 -30.7125 17.3135  -1.41
O8 14.9975 -30.2594 15.6154  -0.58
H57 17.1339 -31.2050 13.8862  0.04
H58 18.1514 -31.3760 15.2637  0.38
H59 17.5082 -29.7229 14.8322  0.19
H60 15.8654 -32.0857 15.7797  0.27
H61 16.6254 -29.6362 17.4141  0.36
H62 17.5563 -31.1963 17.5267  0.40
H63 15.9198 -31.2082 18.0023  0.35
H64 14.8346 -30.2564 14.6584  0.27
C25 7.7910 -36.8130 0.4723  -1.13
C26 7.7724 -37.7855 1.6687  2.29
C27 6.4954 -38.6384 1.6061  -1.69
O9 8.9117 -38.6683 1.6060  -0.66
H65 7.6970 -37.3224 -0.5115  0.37
H66 8.6853 -36.1890 0.5351  -0.06
H67 6.9746 -36.0920 0.5700  0.31
H68 7.7628 -37.1591 2.5666  -0.97
H69 6.5527 -39.2870 0.7167  0.43
H70 5.6316 -38.0253 1.3844  0.34
H71 6.3774 -39.2154 2.5073  0.38
H72 9.7846 -38.2405 1.5397  0.42
C28 8.8980 -31.4152 0.9864  -0.97
C29 7.6059 -32.0232 0.3713  0.36
C30 7.9799 -33.0265 -0.7768  -1.14
O10 6.8979 -32.7721 1.3513  -0.35
H73 8.8068 -30.5960 1.7134  0.22
H74 9.5514 -31.0322 0.2274  0.59
H75 9.4226 -32.2474 1.4629  -0.02
H76 6.9869 -31.2389 -0.0484  0.32
H77 8.2852 -34.0227 -0.4462  0.05
H78 8.8527 -32.6470 -1.3304  0.38
H79 7.1401 -33.1324 -1.4943  0.34
H80 6.5308 -32.1757 2.0097  0.19
C31 16.3277 -35.0422 7.0330  -0.95
C32 15.9205 -35.3134 5.5659  0.21
C33 15.7617 -36.8250 5.4041  -1.03
O11 14.7330 -34.6058 5.1299  0.36
H81 17.2081 -35.5841 7.3826  0.70
H82 15.5362 -35.4141 7.6846  -0.02
H83 16.4686 -33.9816 7.2097  0.21
H84 16.7122 -34.9761 4.8896  0.49
H85 14.8172 -37.1444 5.8306  -0.11
H86 16.6260 -37.3200 5.8830  0.48
H87 15.6699 -37.1119 4.3345  0.22
H88 13.9739 -34.7149 5.7625  -0.56
C34 5.8455 -34.9480 3.8712  0.08
O12 4.8862 -33.9473 3.6458  -0.27
C35 4.0903 -34.1781 2.5066  -0.32
C36 2.9180 -33.2304 2.6235  -0.54
N1 2.0195 -33.6207 3.6820  -0.33
C37 0.8025 -32.8178 3.9556  -0.84
C38 1.1518 -31.5237 4.7337  -0.31
O13 1.4847 -31.9069 6.0195  -0.33
C39 2.2234 -31.0076 6.8557  -0.60
H89 5.4240 -35.9344 3.8646  0.69
H90 6.2719 -34.7117 4.8309  -0.50
H91 6.5536 -34.8968 3.0242  0.01
H92 3.8229 -35.2775 2.4057  0.32
H93 4.6465 -33.8642 1.6071  0.14
H94 2.4362 -33.1932 1.6183  0.35
H95 3.3827 -32.2333 2.7399  0.19
H96 2.5640 -33.7412 4.5371  0.23
H97 0.1024 -33.4917 4.4975  0.33
H98 0.3429 -32.5228 3.0113  0.41
H99 0.3083 -30.7972 4.7995  0.39
H100 1.9892 -31.0707 4.1974  0.25
H101 1.5414 -30.2161 7.1987  0.36
H102 3.0756 -30.5647 6.3588  0.31
H103 2.5108 -31.6132 7.7080  0.08
C40 16.9150 -34.5056 10.6491  -0.35
O14 18.0685 -34.5671 11.4604  -0.40
C41 18.2867 -33.3399 12.0531  -0.23
C42 19.5440 -33.4622 12.9058  -0.89
N2 20.6353 -33.7024 12.0269  -0.23
C43 21.8748 -33.9572 12.6985  -0.64
C44 23.0367 -34.2644 11.7981  -0.56
O15 22.7513 -35.3720 10.9561  -0.32
C45 23.8142 -35.6925 10.0120  -0.74
H104 16.7657 -33.5061 10.2101  0.33
H105 15.9828 -34.7414 11.2157  -0.12
H106 17.0814 -35.1969 9.8146  0.20
H107 17.3993 -33.1485 12.6774  0.31
H108 18.3672 -32.4870 11.3725  0.29
H109 19.3816 -34.3062 13.6249  0.36
H110 19.7057 -32.5669 13.5388  0.38
H111 20.3901 -34.4141 11.3311  0.24
H112 21.8033 -34.8380 13.3501  0.35
H113 22.0943 -33.0495 13.2829  0.28
H114 23.8479 -34.5436 12.4284  0.45
H115 23.3231 -33.3581 11.2361  0.35
H116 23.6760 -36.7480 9.8061  0.23
H117 24.8187 -35.5256 10.4345  0.30
H118 23.6646 -35.1262 9.1089  0.29
C46 9.7968 -32.6982 10.7921  -0.66
O16 9.0050 -33.7744 11.1598  -0.39
C47 9.7069 -34.9923 11.2386  0.74
C48 8.7345 -36.1247 11.4473  -1.47
N3 7.8936 -36.3735 10.2691  0.43
C49 6.8707 -37.3797 10.4348  -1.18
C50 7.3634 -38.8934 10.4212  -0.47
O17 7.7875 -39.2760 9.0989  -0.33
C51 8.2600 -40.6329 9.1347  -0.84
H119 9.1009 -31.8807 10.6483  0.40
H120 10.3989 -32.8272 9.8945  0.05
H121 10.4937 -32.4393 11.6168  0.38
H122 10.4830 -35.0470 12.0231  0.46
H123 10.2292 -35.1378 10.2663  -0.71
H124 8.0473 -35.9799 12.2645  0.61
H125 9.3161 -36.9699 11.7707  0.50
H126 8.3798 -36.4411 9.4070  -0.19
H127 6.0706 -37.3065 9.7234  0.34
H128 6.4095 -37.2710 11.3951  0.56
H129 6.6429 -39.6294 10.8034  0.49
H130 8.2395 -38.9510 11.1330  0.25
H131 9.2347 -40.7335 9.6876  0.26
H132 8.3802 -40.9297 8.1048  0.21
H133 7.5248 -41.3008 9.5458  0.39
C52 9.3718 -30.8127 4.8438  0.64
O18 9.0840 -29.5055 4.4221  -0.24
C53 8.9895 -28.6852 5.5756  -0.37
C54 8.6504 -27.2872 5.0559  -0.78
N4 7.4015 -27.1958 4.2844  -0.19
C55 7.2176 -26.0660 3.4201  -0.51
C56 5.8225 -26.1186 2.7680  -0.51
O19 5.5191 -24.8810 2.1039  -0.36
C57 6.4181 -24.6147 1.0771  -0.72
H134 8.4094 -31.3366 5.0878  0.52
H135 10.0616 -30.7887 5.7123  0.19
H136 9.8102 -31.3848 4.0337  -1.12
H137 9.9267 -28.5601 6.1012  0.29
H138 8.2958 -29.0857 6.3288  0.28
H139 9.5685 -27.0035 4.5014  0.34
H140 8.5803 -26.6049 5.9125  0.38
H141 7.1256 -28.0661 3.8683  0.23
H142 8.0658 -25.9655 2.6691  0.32
H143 7.1597 -25.1354 4.0419  0.21
H144 5.0400 -26.2329 3.5340  0.31
H145 5.8080 -26.9390 2.0726  0.38
H146 6.4485 -25.3934 0.3052  0.30
H147 7.4570 -24.4666 1.3789  0.28
H148 6.0755 -23.7014 0.6249  0.27
C58 17.9109 -26.1814 8.4784  -0.63
O20 16.5683 -25.7722 8.2107  -0.31
C59 16.1192 -26.2572 6.9704  -0.94
C60 15.9644 -27.7656 6.8356  -0.09
N5 15.0213 -28.2265 7.8441  -0.24
C61 14.6989 -29.6545 7.7758  -0.56
C62 14.0595 -30.0063 6.4319  0.80
O21 15.1039 -30.0827 5.4243  -0.49
C63 15.8584 -31.2891 5.5048  -1.32
H149 18.3473 -25.8280 9.4296  0.26
H150 18.5620 -25.6967 7.7600  0.35
H151 18.0540 -27.2358 8.3663  0.18
H152 16.6967 -25.8466 6.0849  0.39
H153 15.1673 -25.7711 6.8300  0.37
H154 16.9448 -28.2304 6.9632  0.09
H155 15.6843 -28.0059 5.7975  0.35
H156 15.3549 -28.0112 8.8076  0.17
H157 13.9659 -29.9018 8.5785  0.18
H158 15.5517 -30.3191 8.0268  0.30
H159 13.3629 -29.2241 6.1965  0.51
H160 13.5709 -30.9961 6.6249  -0.90
H161 15.2839 -32.2097 5.5907  0.53
H162 16.6461 -31.1797 6.2628  0.40
H163 16.4137 -31.3091 4.5762  0.51
C64 9.4562 -34.0472 3.7452  0.28
O22 9.9435 -33.7694 5.0224  0.34
C65 11.0623 -34.5750 5.3956  1.38
C66 11.5559 -34.0882 6.7490  0.14
N6 12.6684 -34.9073 7.2578  1.57
C67 13.0403 -34.6187 8.6367  2.00
C68 13.3929 -33.1706 9.0006  -0.29
O23 13.7750 -33.2227 10.3188  -0.06
C69 14.2043 -32.0548 11.0337  -1.06
H164 8.7357 -33.3023 3.4746  0.58
H165 9.0153 -35.0476 3.7412  -0.50
H166 10.2361 -34.0604 2.9516  -0.59
H167 11.8723 -34.4013 4.6488  -0.48
H168 10.7600 -35.6241 5.4444  -0.74
H169 10.6239 -34.0459 7.3579  -0.18
H170 11.9503 -33.0577 6.7012  -0.89
H171 12.4389 -35.9196 7.2150  -0.29
H172 13.8181 -35.3748 8.8120  -0.88
H173 12.2185 -34.8742 9.3329  -1.10
H174 12.5112 -32.5238 8.8730  0.24
H175 14.1716 -32.7280 8.3551  -0.07
H176 13.2778 -31.6510 11.4860  0.30
H177 14.7043 -31.3342 10.3590  0.39
H178 14.8857 -32.3857 11.8682  0.15

Force components x, y, z for each atom (eV/Å):
-0.7 1.0 -0.1
0.7 0.9 -0.6
0.5 -1.2 1.3
-0.6 -1.2 -0.8
0.1 -0.3 0.4
-0.1 -0.4 0.4
0.6 0.0 -0.3
-0.1 0.5 0.7
-0.2 0.4 0.0
-0.3 0.2 -0.4
-0.1 0.1 -0.5
0.2 -0.2 -0.2
0.3 -0.5 -0.5
-0.6 -0.8 0.1
-0.1 -0.5 0.0
0.0 0.3 1.2
0.2 0.3 0.2
-0.5 -0.4 -0.2
0.4 0.3 -0.3
0.6 0.3 0.2
0.2 0.5 0.2
-0.2 0.0 0.1
0.0 -0.5 0.1
-0.3 0.8 -1.2
0.3 0.8 0.5
0.6 1.0 -1.5
-0.8 0.4 0.9
-0.4 0.0 0.8
-0.2 -0.1 -0.2
-0.2 0.0 0.0
-0.4 -0.7 -0.2
-0.2 -0.7 0.5
0.0 -0.4 0.2
0.8 0.1 0.0
0.0 -0.5 -0.4
0.5 0.0 -0.5
-0.1 0.4 -0.3
-1.3 -0.6 1.5
0.2 -0.9 -0.3
0.3 0.7 -1.8
-0.5 -0.2 0.0
0.0 0.4 -0.5
0.9 0.1 0.4
0.1 0.0 -0.2
0.6 0.4 0.4
0.2 0.3 -0.3
0.2 0.2 0.2
-0.7 -0.7 1.0
-0.4 -0.2 -0.3
-0.9 0.8 0.2
-0.4 -1.7 -0.6
1.1 0.0 0.1
-0.1 0.5 0.2
0.1 -0.4 0.4
0.5 -0.2 -0.2
0.2 0.3 -0.2
0.4 1.2 0.0
0.0 0.1 -0.1
0.1 0.0 0.0
-0.5 -0.3 0.5
-0.6 0.9 -0.6
0.3 -1.3 -0.4
-0.2 0.4 -0.1
-0.1 0.0 0.8
0.0 -0.1 0.0
0.6 0.1 0.1
-0.1 0.2 0.4
0.3 -0.3 0.0
-0.3 -0.3 -0.3
0.0 0.6 0.0
0.4 -0.4 0.4
-0.2 0.4 -0.3
-0.6 0.9 0.8
1.4 -0.3 -0.6
-1.1 -0.1 0.1
-1.0 0.3 0.0
0.6 0.0 -0.2
0.4 -0.1 -0.4
0.1 -0.1 -0.1
-0.4 -0.1 -0.3
0.4 -0.1 -0.1
0.2 -0.1 -0.2
0.0 0.0 0.7
0.0 -0.4 0.3
-0.2 -0.6 -0.7
-0.2 1.5 0.3
-1.8 -1.4 -0.7
0.5 -0.1 -0.3
-0.3 0.4 0.4
0.4 0.4 0.0
0.2 -0.1 0.1
0.0 -0.9 0.2
0.2 0.1 0.3
0.9 0.1 0.1
0.1 0.7 -0.1
0.1 0.0 0.4
-0.2 0.1 0.2
0.3 -0.1 -1.6
0.9 0.1 -0.9
-1.1 -0.2 0.4
0.3 0.2 0.7
0.2 -0.2 -0.3
-0.2 -0.1 -0.1
0.2 -0.2 0.2
0.3 -0.1 0.5
-0.3 0.4 0.5
-0.3 -0.3 0.2
-0.4 0.5 0.1
-0.4 -0.5 0.2
1.5 -0.7 -0.2
-0.2 0.8 -0.2
-0.2 -0.1 -0.1
-0.5 -0.3 0.0
0.3 0.2 -0.6
0.1 0.1 0.1
-0.3 0.2 -0.1
-0.3 0.2 0.4
-0.4 0.1 0.0
0.4 0.0 0.5
0.0 0.1 0.1
-0.7 0.1 -0.3
0.0 -0.4 0.3
0.1 0.1 -0.9
0.3 0.0 0.5
0.2 0.1 -0.5
-0.2 0.2 0.0
0.0 0.2 0.1
-0.1 0.1 0.1
-0.1 -0.1 0.5
-0.5 0.0 -0.3
0.4 0.2 0.6
0.8 -0.2 0.1
0.2 0.9 -1.1
-0.4 -0.1 0.4
0.0 -0.3 -0.5
-0.2 0.2 -0.9
-0.5 -0.1 0.3
0.8 0.0 0.2
-1.0 -0.1 -0.4
1.0 -0.5 1.2
-1.5 -0.4 -0.3
-0.5 -0.6 0.2
0.5 -0.1 0.2
0.3 -0.2 0.5
0.0 1.2 0.2
0.1 -0.4 0.1
-0.2 -0.2 0.7
-0.1 0.0 0.1
-0.3 0.1 -0.2
0.3 0.8 -0.1
0.0 -0.2 -0.1
0.3 -0.3 -0.4
0.1 0.3 0.1
0.2 0.1 0.0
0.4 0.0 -0.2
0.2 0.2 0.0
-0.5 -0.3 -0.4
-0.1 -0.3 -1.2
-0.2 0.7 2.0
-0.9 -0.3 0.6
0.4 0.1 -1.2
-0.2 -0.4 0.1
-0.2 0.5 -1.0
0.6 0.1 -0.4
-0.9 0.0 1.3
0.2 -0.1 0.1
0.6 0.0 -0.3
-0.4 0.0 0.3
0.2 0.3 0.3
0.2 -0.2 -0.4
0.0 0.3 -0.3
0.0 -0.2 -0.5
0.3 0.2 0.5
-0.2 0.1 0.5
0.2 -0.4 0.1
1.0 -0.1 0.6
-0.1 -0.3 -0.2
0.2 -0.1 -0.1
-0.4 0.0 -0.1
0.1 0.4 -0.4
0.4 0.9 0.9
-0.2 -0.8 0.1
0.0 -0.2 -0.6
-0.4 -0.3 -0.8
-0.4 0.2 1.0
0.7 -2.2 -0.1
1.1 1.3 0.3
0.0 -0.6 1.0
0.8 0.8 -0.2
0.1 0.3 -0.1
-0.1 -0.4 -0.3
-0.2 0.0 -0.3
-0.2 0.5 0.0
-0.1 -0.1 0.4
-0.2 0.6 0.5
0.5 -0.8 -0.1
0.7 -0.3 -0.7
-0.2 0.4 -0.6
-0.3 0.4 0.7
-0.3 0.4 -0.2
-0.5 -0.1 -0.7
-0.8 0.2 -0.4
0.3 -0.1 -0.3
-0.4 -0.2 0.5
-0.8 -0.9 0.2
0.4 0.2 0.7
-1.0 1.2 -0.8
-0.2 0.1 0.0
0.3 -0.4 1.0
0.1 0.9 0.3
0.4 1.1 0.4
0.1 -1.1 0.7
0.3 0.3 -0.8
0.8 0.3 0.3
-0.3 -0.3 -0.4
0.2 0.2 -0.1
0.7 -0.3 0.0
-0.3 0.0 -0.4
-0.5 0.2 -0.2
0.1 0.0 -0.1
0.3 -0.3 -0.2
-1.0 0.0 0.6
0.5 -0.5 -0.4
0.4 -0.1 -0.2
-0.3 -0.5 -0.6
-0.2 -0.2 0.0
-0.1 0.1 0.3
-0.1 0.4 -0.4
0.3 1.2 -0.3
1.0 -0.5 0.9
0.0 0.6 -1.6
0.4 0.6 0.4
-0.3 -0.5 0.8
-0.4 0.3 0.7
1.9 -1.2 1.2
-1.6 -0.8 0.4
0.9 1.1 -0.3
-1.1 -0.2 0.0
0.3 0.1 -0.6
0.0 -0.8 0.2
0.2 -0.5 1.0
-0.6 -0.1 0.1
0.3 -0.3 -0.1
-0.3 0.2 0.6
-0.1 0.0 -1.2
0.2 0.4 -0.4
0.0 0.2 -0.5
-0.4 0.2 -0.5
0.1 0.6 -0.8
-0.2 0.0 0.2
-0.4 -0.4 0.3
0.1 -0.3 -0.4
0.7 -0.9 -0.5
0.7 0.2 0.6
0.5 1.1 -0.6
-0.4 0.1 0.3
-0.8 -0.1 -0.6
-0.5 -0.6 0.1
0.1 0.2 -1.2
1.1 -0.5 1.8
-0.6 -0.6 -0.1
-0.6 0.3 0.0
-0.3 -0.1 -0.2
-0.1 0.2 0.5
-0.4 -0.5 0.2
0.2 -0.2 -0.1
0.6 -0.2 0.3
-0.4 -0.3 -0.3
0.0 0.7 0.0
0.3 0.8 0.6
0.1 0.0 -0.1
-0.1 -0.1 0.0
0.1 -0.2 0.0
0.6 0.4 -0.1
-0.2 -0.2 0.4
-0.6 0.3 -1.0

As for the total charge: 0. Its HOMO energy is -0.305 Eh. The multiplicity is 1. As for the relative energy (zero: lowest compared OMol25 entry of this formula, charge and spin): 9.1 kcal per mole. The value obtained for the total energy is -130463.5047 eV.